Run 1
DFT (wB97M-V/def2-TZVPD) results for C6H5N in the gas phase.

Cartesian coordinates (Å):
N1 -2.7559 -0.9769 -0.4235
C1 0.7501 0.3433 -0.1398
C2 2.1662 0.1224 0.0725
C3 -2.8497 0.4744 0.1013
C4 -1.6196 -0.5880 -0.3011
C5 -0.2112 -0.6403 -0.0283
C6 -3.4098 1.5473 0.3614
H1 -0.1080 -1.6691 0.2845
H2 2.6393 0.3983 1.0582
H3 2.2804 -0.9562 0.1329
H4 0.5231 1.3610 -0.3017
H5 2.5952 0.5837 -0.8164

Results
HOMO energy ... -9.30 eV
Orbital gap ... 8.4 eV


Run 2
DFT (wB97M-V/def2-TZVPD) results for C6H5N in the gas phase.

Cartesian coordinates (Å):
N1 1.9946 0.6535 0.1215
C1 1.1380 1.0935 -0.6864
C2 -0.0077 -0.9870 -0.5762
C3 -0.1664 0.5019 -0.3112
C4 -0.8572 0.8541 0.7105
C5 1.4678 -0.3533 0.8421
C6 1.0255 -1.4965 0.1011
H1 -0.7462 -1.5437 -1.1113
H2 -0.8352 1.7051 1.2085
H3 1.3195 1.7951 -1.6135
H4 -1.5187 0.1593 1.1747
H5 1.3877 -2.5372 0.2987

Results
HOMO energy ... -8.36 eV
Orbital gap ... 8.4 eV


Ranked by calculated energy, most stable first: run 2, run 1.


Run 1
DFT (wB97M-V/def2-TZVPD) results for C23H29N3O4 in the gas phase.

Cartesian coordinates (Å):
O1 -0.4391 -2.5234 -0.4823
O2 -2.7839 2.3720 -0.4729
O3 1.6036 1.1565 0.7156
O4 -1.7248 6.4037 0.9802
N1 -0.4727 0.2539 1.0389
N2 1.5708 -1.4398 -0.4159
N3 -1.5624 4.3120 1.8128
C1 0.3680 -1.7896 0.0578
C2 0.5436 -3.1705 3.5126
C3 -0.2201 4.8820 -0.0654
C4 -1.9722 1.3042 -0.6455
C5 2.0797 -0.5228 -2.6529
C6 0.5821 -2.2593 -3.4227
C7 -1.1008 3.0475 1.7965
C8 0.3934 1.2856 0.8486
C9 1.5695 -2.9125 -2.4617
C10 0.2669 3.6206 -0.0745
C11 1.3357 -1.0200 -3.8982
C12 -1.4503 1.3158 -1.9056
C13 2.1929 -1.7386 -1.6990
C14 -1.9630 2.4752 -2.5364
C15 -0.2013 2.6482 0.8529
C16 -2.7676 3.0739 -1.6195
C17 -1.1134 -1.8874 2.1043
C18 1.1669 -1.0088 2.4167
C19 -1.2080 5.3070 0.8970
C20 0.0125 -1.1014 1.4055
C21 1.6604 -2.3911 2.8339
C22 -1.8237 0.3233 0.4699
C23 -0.6421 -3.2666 2.5645
H1 -3.3602 3.9658 -1.6557
H2 2.0038 -2.9368 1.9527
H3 3.2434 -1.9491 -1.4665
H4 -2.5656 0.5490 1.2429
H5 2.0063 -0.4334 2.0349
H6 0.3005 -2.9182 -4.2422
H7 1.5224 0.2714 -2.1542
H8 0.7906 -0.4778 3.2961
H9 0.8879 -4.1696 3.7848
H10 -1.4756 -3.7757 3.0524
H11 0.6759 -0.2603 -4.3162
H12 -0.3190 -1.9821 -2.8753
H13 -0.7937 0.5850 -2.3295
H14 -0.3631 -3.8505 1.6865
H15 2.0187 -0.6626 0.0585
H16 -1.9516 -2.0501 1.4301
H17 2.0528 -1.3045 -4.6702
H18 3.0616 -0.1245 -2.9045
H19 2.5089 -2.2765 3.5111
H20 0.2438 -2.6568 4.4295
H21 0.1103 5.6247 -0.7737
H22 -1.4617 -1.3081 2.9625
H23 2.3538 -3.4226 -3.0232
H24 1.0153 3.3150 -0.7905
H25 1.0921 -3.6255 -1.7964
H26 -2.0378 -0.6643 0.0522
H27 -2.2322 4.5991 2.5168
H28 -1.7630 2.8069 -3.5340
H29 -1.4653 2.3825 2.5658

Results
HOMO energy ... -8.27 eV
Orbital gap ... 8.7 eV


Run 2
DFT (wB97M-V/def2-TZVPD) results for C23H29N3O4 in the gas phase.

Cartesian coordinates (Å):
O1 -3.2951 2.0217 3.1458
O2 6.2279 0.1026 -2.0363
O3 7.1910 1.9761 -4.8312
O4 0.7531 0.5918 -1.5510
N1 4.0452 0.0064 -2.5397
N2 -4.8288 -2.2874 2.9850
N3 -3.2319 -0.2259 3.3261
C1 -7.3202 -2.6004 4.1276
C2 -1.8835 -0.2644 0.7554
C3 2.8999 0.0046 -3.4173
C4 6.9793 2.7369 -3.6678
C5 3.6662 0.1367 -1.1473
C6 -1.0356 1.8793 1.3986
C7 -5.0652 -4.2132 1.5642
C8 -6.8708 -3.4880 3.1650
C9 -5.6076 -3.2946 2.6143
C10 -5.2572 -1.4307 3.9031
C11 -0.9811 -0.3001 -0.2845
C12 -0.1177 1.8462 0.3659
C13 -6.5024 -1.5498 4.5087
C14 -0.0802 0.7488 -0.4891
C15 -2.8845 0.9459 2.7475
C16 7.1088 0.5838 -4.6370
C17 -1.9148 0.8269 1.6215
C18 5.6752 0.0971 -4.3731
C19 5.3532 0.0831 -2.8828
C20 2.1548 1.3374 -3.3053
C21 2.9455 1.4667 -0.9234
C22 -4.3073 -0.3228 4.2783
C23 1.7281 1.5773 -1.8528
H1 2.2264 -0.7969 -3.0944
H2 -8.2964 -2.7240 4.5737
H3 -2.5859 -1.0777 0.8673
H4 -6.8169 -0.8356 5.2534
H5 7.6078 2.3843 -2.8436
H6 3.6260 2.2934 -1.1341
H7 2.6310 1.5328 0.1186
H8 7.2407 3.7636 -3.9195
H9 2.8017 2.1561 -3.6241
H10 7.7513 0.2728 -3.8019
H11 5.9325 2.7016 -3.3419
H12 -5.6158 -4.0804 0.6337
H13 -0.9544 -1.1341 -0.9686
H14 7.4848 0.1509 -5.5666
H15 1.2811 2.5788 -1.7738
H16 0.5514 2.6822 0.2367
H17 -2.9722 -1.1064 2.9069
H18 5.5639 -0.9212 -4.7505
H19 -4.0166 -3.9938 1.3854
H20 4.5744 0.0844 -0.5456
H21 -4.8208 0.6436 4.3073
H22 3.0028 -0.6920 -0.8795
H23 -3.9086 -0.5220 5.2837
H24 -1.0804 2.7336 2.0571
H25 1.2703 1.3187 -3.9422
H26 -7.4827 -4.3163 2.8424
H27 4.9937 0.7520 -4.9166
H28 -5.1706 -5.2511 1.8733
H29 3.1923 -0.1895 -4.4470

Results
HOMO energy ... -8.67 eV
Orbital gap ... 9.4 eV


Ranked by calculated energy, most stable first: run 1, run 2.


Run 1
DFT (wB97M-V/def2-TZVPD) results for 2 unconnected molecules or ions with the total composition C2H2N3OS.

Cartesian coordinates (Å):
S1 -0.5766 1.1858 -2.3255
O1 -1.4099 1.3183 0.1967
N1 -0.1411 -0.9268 1.2334
N2 0.3000 -0.5769 -0.0610
N3 2.5739 0.0192 -0.7140
C1 -0.8065 0.9638 -0.7672
C2 1.5251 -0.2525 -0.3023
H1 -0.5929 -0.1003 1.6469
H2 -0.8720 -1.6306 1.0930

Results
HOMO energy ... -4.09 eV
Total charge ... -1
Orbital gap ... 7.7 eV


Run 2
DFT (wB97M-V/def2-TZVPD) results for 2 unconnected molecules or ions with the total composition C2H2N3OS.

Cartesian coordinates (Å):
S1 -1.4035 -3.3153 1.2694
O1 0.7225 -2.0651 0.1763
N1 -0.0462 0.3936 0.1647
N2 -0.8659 -0.2607 1.0451
N3 -0.5485 -0.2938 3.4645
C1 -0.2003 -2.3821 0.8150
C2 -0.6194 -0.2857 2.3149
H1 -0.0085 -0.2084 -0.6987
H2 0.8819 0.3157 0.5242

Results
HOMO energy ... -2.93 eV
Total charge ... -1
Orbital gap ... 6.4 eV


Ranked by calculated energy, most stable first: run 1, run 2.


Run 1
DFT (wB97M-V/def2-TZVPD) results for 2 unconnected molecules or ions with the total composition C2H2NO2S2.

Cartesian coordinates (Å):
S1 3.5006 2.2236 1.2540
S2 3.5497 -2.7131 3.0511
O1 -0.0650 -1.3850 0.1161
O2 1.6464 1.0181 -0.0851
N1 2.7198 -0.4629 1.6518
C1 2.4627 1.1080 0.7608
C2 2.9965 -1.3531 2.3472
H1 0.8522 -1.7385 -0.0632
H2 0.0288 -0.4083 -0.1008

Results
HOMO energy ... -4.76 eV
Total charge ... -1
Orbital gap ... 8.2 eV


Run 2
DFT (wB97M-V/def2-TZVPD) results for 2 unconnected molecules or ions with the total composition C2H2NO2S2.

Cartesian coordinates (Å):
S1 -0.0907 1.9165 1.9547
S2 -1.1478 -2.5956 -0.9739
O1 -0.8265 -0.2806 0.7719
O2 1.1800 -1.9016 0.1408
N1 0.1259 1.2984 -0.5490
C1 -0.2923 0.8373 0.6854
C2 0.0693 -1.9928 -0.2001
H1 0.2420 0.6231 -1.2897
H2 0.7401 2.0952 -0.5401

Results
HOMO energy ... -3.52 eV
Total charge ... -1
Orbital gap ... 6.6 eV


Ranked by calculated energy, most stable first: run 2, run 1.